Formula: C4H12
Source: the Open Molecules 2025 dataset
Level of theory: ωB97M-V/def2-TZVPD

Last column: Mulliken charge in e.
Geometry (Å):
C -1.6144 -4.5860 -3.3482  -1.539
C -2.5314 -3.4602 -3.8752  -3.246
H -1.3484 -4.3123 -2.3235  0.511
H -0.7160 -4.6901 -3.9536  0.562
H -2.1927 -5.5080 -3.3161  0.507
H -3.5223 -3.8875 -4.0568  0.702
H -2.7023 -2.6123 -3.1999  0.860
H -2.2166 -2.8989 -4.7606  0.836
C 2.0559 3.9875 4.3852  -1.101
C 2.2172 4.0125 2.8858  -1.310
H 2.0402 2.9379 4.6945  0.338
H 1.0946 4.3956 4.6999  0.332
H 2.8292 4.5136 4.9417  0.382
H 1.6261 3.2258 2.4049  0.377
H 1.7789 4.9004 2.4012  0.377
H 3.2018 3.9819 2.4207  0.412

Forces on the atoms, in the same order (eV/Å):
C -0.4 1.1 0.1
C -0.4 0.4 0.0
H 0.3 -0.3 0.0
H 0.1 -0.2 0.1
H 0.3 -0.2 -0.1
H 0.0 0.2 -0.3
H 0.1 -0.4 0.4
H 0.2 -0.6 -0.3
C 0.0 -0.6 0.2
C -0.9 0.7 -1.7
H 0.2 0.1 0.3
H 0.0 0.1 -0.1
H 0.1 0.0 -0.1
H 0.2 -0.2 0.2
H 0.1 0.1 0.5
H 0.3 -0.3 0.6

Values from the calculation:
* F_max: 2.03 eV/Å
* net charge: -1
* frontier orbital gap (spin up / spin down): 1.24 / 10.75 eV
* spin multiplicity: 2
* highest occupied orbital energy (spin up / spin down): 1.75 / -7.63 eV



Formula: C4H12
Source: the Open Molecules 2025 dataset
Level of theory: ωB97M-V/def2-TZVPD

Last column: Mulliken charge in e.
Geometry (Å):
C 1.4499 -0.6451 -0.7660  -0.873
C 1.9632 -1.4153 -2.0584  -0.888
H 1.0721 -1.3105 -0.0170  0.339
H 2.2118 -0.0558 -0.3904  0.362
H 0.6139 -0.0181 -1.0074  0.182
H 2.4457 -2.4339 -1.6694  0.204
H 2.7447 -0.9553 -2.5174  0.317
H 1.1106 -1.5994 -2.6574  0.298
C -2.4910 1.0063 1.3838  -0.667
C -1.0324 1.0837 1.3643  -0.359
H -2.7605 0.8271 2.4565  0.223
H -2.7885 2.1027 1.1073  0.194
H -2.9483 0.2757 0.6320  0.275
H -0.5672 0.6942 0.4724  -0.174
H -0.4942 0.3765 2.0700  0.255
H -0.5295 2.0670 1.5972  0.311

Forces on the atoms, in the same order (eV/Å):
C -0.5 -1.4 -2.2
C -0.8 -2.9 4.6
H 0.0 -0.6 0.5
H 1.5 1.2 1.0
H -0.3 0.5 -0.4
H -1.2 1.9 -1.0
H 1.8 1.7 -1.6
H -0.4 -0.4 -1.0
C -2.0 1.9 -0.1
C 4.3 -1.0 0.9
H -0.6 0.0 -1.2
H -0.4 -2.1 0.4
H 0.6 1.0 1.3
H -0.1 0.5 -0.8
H -0.9 0.6 -0.2
H -1.0 -0.8 -0.3

Values from the calculation:
* F_max: 5.52 eV/Å
* net charge: 0
* frontier orbital gap: 12.20 eV
* spin multiplicity: 1
* SMILES string: CC.CC
* highest occupied orbital energy: -11.11 eV



Formula: C4H12
Source: the Open Molecules 2025 dataset
Level of theory: ωB97M-V/def2-TZVPD

Last column: Mulliken charge in e.
Geometry (Å):
C -1.4188 0.5173 -1.5359  -0.960
C -0.3359 1.5735 -1.3221  -0.832
H -1.9198 0.0860 -0.6770  0.280
H -2.1910 0.9213 -2.1428  0.371
H -1.0730 -0.3510 -2.1034  0.296
H -0.5827 2.4321 -1.9303  0.308
H 0.6518 1.1247 -1.2472  0.316
H -0.3203 1.9759 -0.2972  0.254
C 1.1994 -1.6029 1.7778  -1.146
C 0.5750 -0.3831 1.0706  -0.600
H 0.4951 -2.4386 1.8163  0.320
H 1.9585 -2.0310 1.1491  0.321
H 1.5291 -1.4342 2.7968  0.310
H -0.4341 -0.1932 1.4188  0.296
H 0.6140 -0.6516 0.0231  0.163
H 1.2529 0.4550 1.2033  0.304

Forces on the atoms, in the same order (eV/Å):
C 0.2 -0.7 -0.2
C -0.5 -0.3 2.0
H 0.2 0.2 0.5
H -0.8 0.5 -0.5
H 0.3 0.1 0.0
H 1.0 0.0 -0.6
H 0.3 0.4 -1.4
H -0.8 0.0 0.0
C -1.1 -0.4 -0.2
C 1.1 -1.1 0.5
H -0.3 0.2 0.2
H 0.9 0.1 0.0
H 0.3 0.1 0.0
H 0.0 0.3 -0.1
H -0.5 0.3 -0.3
H -0.3 0.4 0.1

Values from the calculation:
* F_max: 2.12 eV/Å
* net charge: 0
* frontier orbital gap: 12.46 eV
* spin multiplicity: 1
* SMILES string: CC.CC
* highest occupied orbital energy: -11.32 eV



Formula: C4H12
Source: the Open Molecules 2025 dataset
Level of theory: ωB97M-V/def2-TZVPD

Last column: Mulliken charge in e.
Geometry (Å):
C -1.2569 1.4391 1.1997  -0.792
C -1.1557 0.1306 1.9763  -0.848
H -0.2771 1.7807 0.8491  0.209
H -1.8364 1.3080 0.2876  0.258
H -1.7665 2.2322 1.7259  0.328
H -0.1298 -0.2260 2.0479  0.264
H -1.4765 0.2471 3.0165  0.324
H -1.7684 -0.6773 1.5769  0.260
C 1.8129 -0.3273 -1.6022  -0.805
C 0.5912 -1.2481 -1.5617  -0.701
H 2.2953 -0.3024 -2.5779  0.289
H 1.5871 0.7020 -1.3167  0.245
H 2.5607 -0.6005 -0.8452  0.267
H 0.8100 -2.1732 -1.0224  0.252
H 0.3011 -1.5512 -2.5693  0.323
H -0.2911 -0.7337 -1.1847  0.128

Forces on the atoms, in the same order (eV/Å):
C 0.1 -0.2 -0.9
C 0.0 -0.1 0.8
H -0.1 0.1 0.3
H -0.1 -0.1 -0.1
H 0.1 0.2 0.4
H 0.0 -0.1 -0.2
H 0.0 0.1 -0.1
H 0.1 0.1 -0.2
C 0.4 0.3 0.7
C 0.0 0.0 -0.6
H 0.0 -0.1 0.1
H -0.3 0.0 -0.3
H -0.1 -0.2 -0.3
H -0.3 0.2 0.1
H 0.1 0.0 -0.1
H 0.1 -0.2 0.4

Values from the calculation:
* F_max: 0.90 eV/Å
* net charge: 0
* frontier orbital gap: 12.96 eV
* spin multiplicity: 1
* SMILES string: CC.CC
* highest occupied orbital energy: -11.79 eV



Formula: C4H12
Source: the Open Molecules 2025 dataset
Level of theory: ωB97M-V/def2-TZVPD

Last column: Mulliken charge in e.
Geometry (Å):
C -0.9301 -0.4011 1.4985  -0.618
C -0.1470 -0.6018 2.7920  -0.939
H -0.6736 -1.0935 0.6986  0.249
H -1.9967 -0.4600 1.7056  0.311
H -0.7223 0.6107 1.1496  0.133
H -0.3469 0.2466 3.4429  0.272
H 0.9260 -0.7478 2.7205  0.307
H -0.4661 -1.4915 3.3448  0.283
C 0.6504 1.1025 -1.6912  -0.751
C 0.3937 -0.1048 -2.6130  -0.846
H -0.2072 1.5060 -1.1612  0.211
H 1.4445 0.8119 -1.0072  0.231
H 1.0113 1.9336 -2.3020  0.328
H -0.5334 -0.6164 -2.3602  0.247
H 1.2130 -0.8234 -2.5381  0.257
H 0.3845 0.1291 -3.6796  0.325

Forces on the atoms, in the same order (eV/Å):
C 0.4 0.3 0.2
C -0.4 -0.6 0.6
H 0.0 -0.1 0.1
H -0.1 -0.1 -0.1
H -0.1 0.0 -0.3
H 0.2 0.1 0.2
H 0.2 0.4 -0.5
H -0.2 0.0 -0.1
C 0.5 0.0 -0.9
C 0.0 -0.2 0.0
H -0.2 -0.4 0.1
H -0.1 0.4 0.3
H 0.2 0.0 0.2
H 0.0 -0.1 -0.1
H -0.1 -0.1 0.2
H -0.3 0.3 0.1

Values from the calculation:
* F_max: 1.05 eV/Å
* net charge: 0
* frontier orbital gap: 12.84 eV
* spin multiplicity: 1
* SMILES string: CC.CC
* highest occupied orbital energy: -11.68 eV



Formula: C4H12
Source: the Open Molecules 2025 dataset
Level of theory: ωB97M-V/def2-TZVPD

Last column: Mulliken charge in e.
Geometry (Å):
C -0.8245 -0.3485 2.0711  -0.591
C -1.7581 -1.3760 1.4526  -0.819
H 0.0427 -0.8036 2.5451  0.253
H -0.5325 0.3573 1.2958  0.051
H -1.2129 0.3075 2.8580  0.321
H -2.8070 -1.0772 1.3510  0.271
H -1.8889 -2.2829 2.0474  0.285
H -1.3947 -1.5746 0.4457  0.231
C 1.2987 0.6497 -2.4950  -0.936
C 1.3810 1.0403 -0.9777  -0.695
H 2.3139 0.4846 -2.8346  0.286
H 0.5861 -0.1722 -2.6406  0.289
H 0.6934 1.3716 -3.0417  0.295
H 0.3828 1.4388 -0.7897  0.188
H 2.0981 1.8462 -0.8586  0.318
H 1.6219 0.1390 -0.4287  0.254

Forces on the atoms, in the same order (eV/Å):
C -0.2 0.7 0.4
C -0.8 -0.1 0.3
H 0.3 -0.1 -0.4
H 0.4 -0.1 0.0
H -0.5 -0.4 0.0
H 0.2 0.6 -0.1
H 0.6 -0.2 -0.2
H -0.1 -0.5 0.1
C -0.9 0.2 1.1
C -0.9 0.0 -2.1
H -0.3 -0.2 -0.8
H 0.9 -0.7 0.3
H 0.9 0.8 -0.3
H 0.1 -0.2 0.8
H 0.2 -0.1 0.3
H 0.0 0.2 0.5

Values from the calculation:
* F_max: 2.27 eV/Å
* net charge: 0
* frontier orbital gap: 12.70 eV
* spin multiplicity: 1
* SMILES string: CC.CC
* highest occupied orbital energy: -11.61 eV



Formula: C4H12
Source: the Open Molecules 2025 dataset
Level of theory: ωB97M-V/def2-TZVPD

Last column: Mulliken charge in e.
Geometry (Å):
C 0.3554 1.3423 2.1269  -0.873
C -0.1390 0.1372 2.6803  -0.850
H -0.3420 2.0714 1.7044  0.291
H 0.8283 2.0648 2.7977  0.322
H 1.2612 1.2630 1.4596  0.257
H 0.4716 -0.7702 2.7808  0.306
H -0.8261 -0.2188 1.9215  0.214
H -0.7092 0.0793 3.5662  0.332
C -0.0681 -1.4885 -2.0250  -0.786
C -0.1220 -0.0604 -2.6212  -0.832
H -0.5031 -2.0995 -2.7840  0.278
H 0.9405 -1.7347 -1.9155  0.295
H -0.7375 -1.5694 -1.1437  0.225
H -0.6791 0.0747 -3.6145  0.273
H 0.8627 0.2048 -2.8872  0.274
H -0.5937 0.7041 -2.0465  0.274

Forces on the atoms, in the same order (eV/Å):
C 3.6 4.6 -0.7
C -1.5 -4.1 -0.7
H -0.4 -0.8 -0.5
H 0.1 -0.3 1.0
H -1.3 -0.5 0.0
H 0.9 0.7 -0.1
H -0.6 -0.5 -0.1
H -0.7 1.0 1.2
C -2.6 1.7 -0.5
C -1.3 -0.3 -1.8
H -0.1 -1.0 -0.3
H 1.3 -0.7 0.8
H 0.9 -0.1 -0.2
H 0.5 -0.9 1.2
H 1.2 0.8 -0.1
H 0.0 0.4 1.0

Values from the calculation:
* F_max: 5.88 eV/Å
* net charge: 0
* frontier orbital gap: 12.09 eV
* spin multiplicity: 1
* SMILES string: CC.CC
* highest occupied orbital energy: -11.01 eV



Formula: C4H12
Source: the Open Molecules 2025 dataset
Level of theory: ωB97M-V/def2-TZVPD

Last column: Mulliken charge in e.
Geometry (Å):
C 0.2016 -1.8306 -2.1366  -0.793
C 0.7856 -0.4618 -1.7546  -0.516
H -0.3407 -1.8264 -3.0830  0.269
H 1.1017 -2.4136 -2.3547  0.242
H -0.4203 -2.2776 -1.3666  0.277
H 0.8633 0.1443 -2.6591  0.346
H 1.7928 -0.4983 -1.3436  0.283
H 0.1301 0.1112 -1.0997  -0.092
C -0.0654 0.5808 2.2793  -0.701
C -0.9260 1.7022 1.6466  -0.726
H 0.0209 -0.2595 1.5877  0.155
H 0.9588 0.8573 2.5166  0.278
H -0.6063 0.2563 3.1685  0.273
H -0.5072 2.7038 1.7064  0.264
H -1.9574 1.6816 1.9907  0.282
H -0.9870 1.4787 0.5743  0.159

Forces on the atoms, in the same order (eV/Å):
C 1.2 0.2 -0.3
C -0.7 0.6 -0.6
H -0.2 0.3 0.2
H -0.4 -0.7 0.2
H 0.2 -0.2 0.1
H 0.1 0.1 0.0
H -0.1 -0.2 0.3
H 0.1 -0.1 0.2
C -0.7 0.2 -0.1
C 0.5 -0.6 -1.1
H -0.2 -0.1 0.1
H -0.1 0.3 0.2
H 0.5 -0.3 0.2
H 0.0 0.0 0.4
H 0.1 0.1 0.3
H -0.1 0.3 0.0

Values from the calculation:
* F_max: 1.35 eV/Å
* net charge: 0
* frontier orbital gap: 12.79 eV
* spin multiplicity: 1
* SMILES string: CC.CC
* highest occupied orbital energy: -11.64 eV



Formula: C4H12
Source: the Open Molecules 2025 dataset
Level of theory: ωB97M-V/def2-TZVPD

Last column: Mulliken charge in e.
Geometry (Å):
C -0.7683 -0.8883 -1.9922  -0.735
C -2.0582 -1.1178 -1.2275  -0.818
H 0.0316 -0.4319 -1.3931  0.145
H -0.3428 -1.8014 -2.4281  0.287
H -0.9193 -0.1812 -2.8170  0.284
H -2.3805 -0.1675 -0.8059  0.250
H -1.9781 -1.9006 -0.4785  0.276
H -2.8462 -1.3524 -1.9524  0.316
C 0.7457 0.8414 1.2521  -0.718
C 2.0124 1.1467 2.0604  -0.983
H 0.7633 1.4143 0.3294  0.296
H 0.7922 -0.1835 0.8732  0.214
H -0.1225 0.8760 1.8970  0.313
H 2.1621 2.2217 2.1293  0.279
H 2.8882 0.8101 1.4958  0.286
H 2.0202 0.7144 3.0576  0.311

Forces on the atoms, in the same order (eV/Å):
C 0.8 0.2 -0.3
C -0.2 0.5 -0.8
H -0.3 -0.2 0.1
H -0.2 0.1 0.1
H -0.1 -0.2 0.1
H 0.0 -0.1 0.5
H -0.1 0.1 0.1
H 0.1 -0.4 0.2
C 1.1 -1.1 0.1
C 0.3 0.2 -0.8
H -0.7 0.5 0.2
H 0.0 -0.2 0.3
H -0.5 0.6 -0.4
H -0.2 0.2 0.3
H 0.0 -0.2 0.3
H 0.0 -0.1 0.0

Values from the calculation:
* F_max: 1.51 eV/Å
* net charge: 0
* frontier orbital gap: 12.71 eV
* spin multiplicity: 1
* SMILES string: CC.CC
* highest occupied orbital energy: -11.55 eV



Formula: C4H12
Source: the Open Molecules 2025 dataset
Level of theory: ωB97M-V/def2-TZVPD

Last column: Mulliken charge in e.
Geometry (Å):
C 1.0694 0.4105 -1.3750  -0.733
C 0.9422 0.5208 -2.8919  -0.904
H 1.0004 -0.6200 -1.0373  0.236
H 2.0283 0.7675 -1.0100  0.312
H 0.2964 0.9933 -0.8606  0.253
H 0.6266 1.5079 -3.2296  0.281
H 0.2117 -0.2161 -3.2495  0.273
H 1.8785 0.2523 -3.3716  0.276
C -0.2339 -0.3634 2.1257  -0.602
C -1.7837 -0.5172 2.1298  -0.831
H 0.0092 0.6920 2.0326  0.220
H 0.1935 -0.7420 3.0516  0.337
H 0.1787 -0.8885 1.2743  0.077
H -2.0471 -1.1255 2.9933  0.275
H -2.0618 -1.1012 1.2596  0.263
H -2.3084 0.4296 2.1585  0.266

Forces on the atoms, in the same order (eV/Å):
C -0.1 0.3 0.2
C -0.2 -0.6 0.1
H -0.1 -0.1 0.0
H 0.1 0.2 0.0
H 0.1 -0.2 -0.1
H 0.1 0.0 0.0
H 0.0 0.3 0.0
H 0.2 0.1 -0.1
C -0.9 0.4 0.0
C 1.0 -0.7 0.2
H 0.3 0.0 0.0
H 0.2 0.0 -0.1
H 0.3 -0.1 0.0
H -0.4 0.2 0.1
H -0.4 0.2 -0.2
H -0.1 0.0 0.0

Values from the calculation:
* F_max: 1.29 eV/Å
* net charge: 0
* frontier orbital gap: 12.91 eV
* spin multiplicity: 1
* SMILES string: CC.CC
* highest occupied orbital energy: -11.77 eV



The evaluated relative energy (zero: lowest compared OMol25 entry of this formula, charge and spin) for the records listed, in turn: 14.99; 26.61; 14.22; 6.39; 5.46; 12.21; 28.79; 8.33; 4.83; 5.00 kcal per mole.